# 1
C5H5NO | ωB97M-V with the def2-TZVPD basis set

The geometry in XYZ format:
```
12
Properties=species:S:1:pos:R:3:nbo_charge:R:1
N 0.5640 -1.9258 -1.9881 -0.302
C 0.4989 -0.9122 -1.4330 0.271
C 0.3998 0.3557 -0.7351 -0.292
C 1.4706 0.7231 0.2750 -0.329
C 0.1176 0.3533 0.7217 -0.392
C -0.5580 -0.3050 1.6163 0.752
O -1.2040 -0.8240 2.4373 -0.434
H -0.0296 1.1600 -1.3302 0.260
H 2.2808 0.0154 0.4306 0.233
H 1.7517 1.7724 0.3210 0.231
H -2.6971 -0.5725 -0.1912 0.010
H -2.5946 0.1595 -0.1244 -0.008
```

As for the total energy: -8800.0414 eV. Its structure (SMILES) is N#C[C@@H]1CC1=C=O.[H][H]. As for the energy above the lowest of the compared OMol25 structures with the same formula, charge and spin: 77.9 kcal/mol. The calculation puts the HOMO-LUMO gap at 9.9 eV.

***

# 2
C5H5NO | ωB97M-V with the def2-TZVPD basis set

The geometry in XYZ format:
```
12
Properties=species:S:1:pos:R:3:nbo_charge:R:1
C -1.0416 -0.6518 1.1193 -0.600
C -0.2385 0.2976 0.2768 0.349
O -0.1629 1.5105 0.9464 -0.671
C 1.1034 -0.2331 -0.0549 -0.097
C 2.1978 -0.6977 -0.2487 -0.162
C -0.6093 1.1514 -1.7571 0.350
N -1.1346 0.3707 -1.0306 -0.588
H -1.1537 -1.5838 0.5641 0.229
H -0.5371 -0.8139 2.0689 0.224
H -2.0205 -0.1920 1.2691 0.233
H 0.4535 2.1075 0.4957 0.488
H 3.1643 -1.1183 -0.4373 0.244
```

As for the total energy: -8799.3565 eV. As for the energy above the lowest of the compared OMol25 structures with the same formula, charge and spin: 93.7 kcal/mol. The calculation puts the HOMO-LUMO gap at 11.1 eV.

***

# 3
C5H5NO | ωB97M-V with the def2-TZVPD basis set

The geometry in XYZ format:
```
12
Properties=species:S:1:pos:R:3:nbo_charge:R:1
O 2.0153 -0.8899 0.2843 -0.667
C 0.6722 -0.9171 0.5317 0.089
C 0.0070 0.9977 0.5852 -0.383
C -1.0146 0.8402 -0.4752 0.106
N -1.4731 1.9558 -0.5910 -0.206
C -0.2502 -1.3466 -0.4253 0.000
C -1.1527 -0.6115 -1.0114 -0.329
H 2.1476 -0.7804 -0.6682 0.480
H 0.5136 -1.2273 1.5663 0.213
H -0.3909 1.2050 1.5773 0.225
H 0.8736 1.6053 0.3317 0.226
H -1.9479 -0.8312 -1.7055 0.247
```

As for the total energy: -8797.8280 eV. As for the energy above the lowest of the compared OMol25 structures with the same formula, charge and spin: 128.9 kcal/mol. The calculation puts the HOMO-LUMO gap (alpha / beta) at 7.8 / 8.6 eV.

***

Please write out number 2 again, unchanged.
C5H5NO | ωB97M-V with the def2-TZVPD basis set

The geometry in XYZ format:
```
12
Properties=species:S:1:pos:R:3:nbo_charge:R:1
C -1.0416 -0.6518 1.1193 -0.600
C -0.2385 0.2976 0.2768 0.349
O -0.1629 1.5105 0.9464 -0.671
C 1.1034 -0.2331 -0.0549 -0.097
C 2.1978 -0.6977 -0.2487 -0.162
C -0.6093 1.1514 -1.7571 0.350
N -1.1346 0.3707 -1.0306 -0.588
H -1.1537 -1.5838 0.5641 0.229
H -0.5371 -0.8139 2.0689 0.224
H -2.0205 -0.1920 1.2691 0.233
H 0.4535 2.1075 0.4957 0.488
H 3.1643 -1.1183 -0.4373 0.244
```

As for the total energy: -8799.3565 eV. As for the energy above the lowest of the compared OMol25 structures with the same formula, charge and spin: 93.7 kcal/mol. The calculation puts the HOMO-LUMO gap at 11.1 eV.